Entry from the Open Molecules 2025 dataset: a 2-piece molecular cluster, C6H19ClFN4O3PS overall (ωB97M-V/def2-TZVPD).

Properties
HOMO-LUMO gap: 7.29 eV
Largest force on an atom: 7.59 eV/A
SMILES: CN(C)P(=O)(N(C)C)N(C)C.O=S(=O)(F)NCl
Total charge: 0

Last column: natural (NBO) charge in e.
Element x y z (Å)
O  2.45459  5.15814  -2.89462  -0.850
S  2.10497  4.46060  -1.63709  2.361
O  2.50615  3.02549  -1.67068  -0.868
F  0.53938  4.59669  -1.26143  -0.432
N  3.12364  5.19968  -0.42817  -0.793
Cl  2.83728  4.46608  1.11891  0.163
H  4.05783  4.92826  -0.75950  0.419
O  0.82756  0.52205  1.10965  -0.928
P  -0.30882  -0.23167  0.40038  2.170
N  -0.97659  -0.86409  1.85983  -0.768
C  -1.62344  -2.14584  2.03124  -0.403
C  -1.69390  0.13872  2.64834  -0.417
N  0.78918  -1.35940  -0.31946  -0.814
C  1.45879  -2.34675  0.52091  -0.407
C  1.79432  -0.68775  -1.15446  -0.407
N  -1.66216  -0.95071  -0.53571  -0.687
C  -1.53614  -2.11728  -1.40012  -0.398
C  -2.39061  0.09985  -1.27372  -0.427
H  -2.65424  -2.15642  1.65059  0.172
H  -1.66073  -2.40637  3.09279  0.200
H  -1.08478  -2.95973  1.54991  0.196
H  -2.68354  0.34683  2.21806  0.160
H  -1.13981  1.07692  2.68099  0.223
H  -1.82164  -0.19203  3.68131  0.197
H  1.86898  -1.91481  1.43918  0.195
H  2.27338  -2.83054  -0.02316  0.197
H  0.77986  -3.15873  0.78599  0.184
H  2.59031  -0.23839  -0.55428  0.197
H  1.33289  0.10502  -1.75055  0.197
H  2.24294  -1.39535  -1.85624  0.188
H  -0.90120  -1.93412  -2.27127  0.192
H  -2.52854  -2.40713  -1.76307  0.197
H  -1.15515  -2.98096  -0.85910  0.210
H  -1.79931  0.48445  -2.11208  0.179
H  -2.61676  0.93973  -0.60724  0.200
H  -3.34467  -0.27044  -1.65614  0.200

Force components x, y, z for each atom (eV/Å):
-1.8728 -0.5576 3.3620
3.7090 -3.2525 -3.9217
-2.2378 3.2633 0.7750
2.4742 0.3464 0.0410
-1.9713 0.1372 -0.0769
0.2020 0.0837 -0.2547
-0.3269 -0.0842 0.0543
-2.2373 3.1458 -1.6719
3.3003 -5.9497 3.3725
-0.2253 0.3114 0.8707
-0.3942 -0.2284 -0.5956
0.3497 0.3104 -0.1070
0.4306 -1.0450 -0.8013
-0.2801 -0.0356 0.3205
-0.3437 0.1335 -0.0893
-0.8021 2.7655 -1.4256
0.5999 -0.2367 -0.2182
-0.3380 0.0932 0.2858
-0.0393 -0.0385 -0.0046
0.0787 0.2413 0.0204
0.0481 0.1259 -0.1511
-0.1502 -0.0549 0.1521
0.0972 -0.0450 -0.0737
-0.0181 -0.1275 -0.0764
0.0558 -0.0156 0.0422
-0.0200 0.2420 -0.1528
-0.0615 0.0651 0.1322
-0.0374 0.1233 -0.0237
0.0496 0.0570 0.0485
-0.0975 -0.1236 0.0726
0.0021 -0.1123 -0.0134
-0.1341 0.3682 0.1578
0.1892 0.1715 0.0405
-0.1566 0.0030 -0.1107
0.0748 -0.0065 -0.0005
0.0830 -0.0741 0.0213